Below is an isolated molecule of C4H5ClS, with properties calculated with ωB97M-V/def2-TZVPD.

CARTESIAN COORDINATES (ANGSTROEM)
S1 0.426 1.182 -2.843
C1 -0.292 0.261 -1.705
C2 -0.584 0.606 -0.234
C3 -0.171 -0.516 0.649
C4 0.842 -0.382 1.513
Cl1 1.277 -1.655 2.501
H1 -0.553 -0.774 -1.934
H2 -1.700 0.740 -0.130
H3 -0.082 1.535 0.054
H4 -0.611 -1.499 0.527
H5 1.449 0.502 1.602

structure (SMILES) = S=CC/C=C/Cl
2S+1 = 1
energy relative to the best compared isomer or geometry (same formula, charge and spin) = 1.083 eV
HOMO level = -0.325 Ha
calculated total energy = -27585.270 eV
LUMO energy = -0.35 eV

Atom charges from the Mulliken analysis, given in e for atoms 1 to 4: S -0.2169; C -0.2584; C -0.3244; C -0.2100

Below is a structure of composition C4H5Co2F3N2O8, with properties calculated with ωB97M-V/def2-TZVPD.

CARTESIAN COORDINATES (ANGSTROEM)
Co1 -0.467 1.090 -1.755
Co2 -4.285 -0.871 -2.451
N1 -3.275 1.505 -0.558
O1 -1.999 1.602 -0.596
O2 -3.914 2.202 0.123
O3 -3.828 0.567 -1.247
N2 -1.423 -1.949 -1.841
O4 -1.030 -3.016 -1.557
O5 -0.673 -0.927 -1.843
O6 -2.664 -1.793 -2.171
C1 3.047 -1.176 0.091
C2 1.748 -1.295 0.838
O7 1.449 -0.118 1.649
C3 0.954 0.904 1.099
O8 0.590 1.014 -0.068
C4 0.779 2.105 2.063
F1 1.595 2.027 3.082
F2 0.993 3.235 1.380
F3 -0.485 2.111 2.484
H1 3.910 -0.991 0.730
H2 3.052 -0.446 -0.720
H3 3.252 -2.146 -0.369
H4 1.751 -2.166 1.486
H5 0.921 -1.471 0.152

net charge = +2
2S+1 = 7
HOMO level (alpha / beta) = -0.676 / -0.676 Ha
<S²> = 12.01
calculated total energy = -106968.430 eV
LUMO energy (alpha / beta) = -9.75 / -10.38 eV

Atom charges from the Mulliken analysis, given in e for atoms 1 to 4: Co 1.1127; Co 1.3749; N 0.8135; O -0.3710

Below is a structure of composition C4H5CuLiO2, with properties calculated with ωB97M-V/def2-TZVPD.

CARTESIAN COORDINATES (ANGSTROEM)
C1 -0.319 -1.011 -0.972
C2 0.808 -0.061 -0.758
C3 0.530 1.040 0.125
C4 0.169 0.875 1.454
O1 -0.136 1.833 2.241
O2 -0.136 -2.259 -0.751
Li1 0.904 -3.532 -0.091
Cu1 -0.609 2.147 3.835
H1 -1.344 -0.612 -0.852
H2 1.778 -0.554 -0.623
H3 0.518 2.052 -0.285
H4 0.176 -0.147 1.873
H5 0.265 -0.107 -2.009

net charge = +1
2S+1 = 3
energy relative to the best compared isomer or geometry (same formula, charge and spin) = 1.693 eV
HOMO level (alpha / beta) = -0.304 / -0.438 Ha
<S²> = 2.01
calculated total energy = -53156.107 eV
LUMO energy (alpha / beta) = -4.84 / -5.85 eV

Atom charges from the Mulliken analysis, given in e for atoms 1 to 4: C -0.3746; C -0.5008; C -0.2748; C 0.0718

Below is a structure of composition C4H5ErO2, with properties calculated with ωB97M-V/def2-TZVPD.

CARTESIAN COORDINATES (ANGSTROEM)
H1 2.400 -2.387 -2.175
O1 0.857 0.873 -1.181
C1 -1.074 1.022 0.190
C2 -0.926 0.485 1.462
C3 -0.523 1.169 -0.995
C4 -0.434 -0.800 1.687
O2 0.107 -1.552 0.789
Er1 1.287 -1.340 -0.960
H2 1.226 1.337 -1.942
H3 -0.460 -1.191 2.716
H4 -1.031 1.449 -1.920
H5 -1.429 0.935 2.329

net charge = +1
2S+1 = 5
energy relative to the best compared isomer or geometry (same formula, charge and spin) = 0.000 eV
HOMO level (alpha / beta) = -0.433 / -0.488 Ha
<S²> = 6.03
calculated total energy = -35934.636 eV
LUMO energy (alpha / beta) = -5.50 / -5.37 eV

Atom charges from the Mulliken analysis, given in e for atoms 1 to 4: H -0.1810; O -0.4245; C 0.2083; C -0.5146

Below is a structure of composition C4H5EuO6, with properties calculated with ωB97M-V/def2-TZVPD.

CARTESIAN COORDINATES (ANGSTROEM)
O1 -1.452 2.502 -0.200
C1 -1.799 1.316 0.038
O2 -2.564 1.029 0.992
O3 -1.355 0.389 -0.810
Eu1 -3.158 3.583 1.542
C2 -0.046 -0.140 -0.822
C3 1.314 0.464 -0.875
H1 -0.124 -0.771 -1.720
H2 0.831 1.168 -0.021
H3 1.486 0.906 -1.862
O4 1.946 -1.860 -0.235
C4 0.962 -1.979 0.490
O5 -0.090 -1.214 0.373
O6 1.062 -2.448 1.724
H4 0.711 -3.348 1.750
H5 2.278 0.400 -0.366

net charge = +1
2S+1 = 8
energy relative to the best compared isomer or geometry (same formula, charge and spin) = 2.157 eV
HOMO level (alpha / beta) = -0.443 / -0.443 Ha
<S²> = 15.76
calculated total energy = -35833.411 eV
LUMO energy (alpha / beta) = -6.08 / -5.90 eV

Atom charges from the Mulliken analysis, given in e for atoms 1 to 4: O -0.7583; C 1.0204; O -0.7683; O -0.3201

Below is an isolated molecule of C4H5F, with properties calculated with ωB97M-V/def2-TZVPD.

CARTESIAN COORDINATES (ANGSTROEM)
C1 2.513 -0.157 -0.035
C2 1.289 -0.144 -0.130
C3 -0.166 -0.469 0.237
C4 -1.302 0.728 -0.118
F1 -0.779 -1.629 -0.169
H1 3.485 -0.433 -0.283
H2 -0.185 -0.377 1.313
H3 -2.313 0.057 0.397
H4 -1.294 0.575 -1.342
H5 -1.248 1.849 0.129

structure (SMILES) = C#C[C@@H](C)F
2S+1 = 1
energy relative to the best compared isomer or geometry (same formula, charge and spin) = 3.003 eV
HOMO level = -0.373 Ha
calculated total energy = -6942.214 eV
LUMO energy = 0.86 eV

Atom charges from the Mulliken analysis, given in e for atoms 1 to 4: C -0.1098; C -0.4589; C 0.2171; C -0.7932

Copy entry 2 word for word.
Below is a structure of composition C4H5Co2F3N2O8, with properties calculated with ωB97M-V/def2-TZVPD.

CARTESIAN COORDINATES (ANGSTROEM)
Co1 -0.467 1.090 -1.755
Co2 -4.285 -0.871 -2.451
N1 -3.275 1.505 -0.558
O1 -1.999 1.602 -0.596
O2 -3.914 2.202 0.123
O3 -3.828 0.567 -1.247
N2 -1.423 -1.949 -1.841
O4 -1.030 -3.016 -1.557
O5 -0.673 -0.927 -1.843
O6 -2.664 -1.793 -2.171
C1 3.047 -1.176 0.091
C2 1.748 -1.295 0.838
O7 1.449 -0.118 1.649
C3 0.954 0.904 1.099
O8 0.590 1.014 -0.068
C4 0.779 2.105 2.063
F1 1.595 2.027 3.082
F2 0.993 3.235 1.380
F3 -0.485 2.111 2.484
H1 3.910 -0.991 0.730
H2 3.052 -0.446 -0.720
H3 3.252 -2.146 -0.369
H4 1.751 -2.166 1.486
H5 0.921 -1.471 0.152

net charge = +2
2S+1 = 7
HOMO level (alpha / beta) = -0.676 / -0.676 Ha
<S²> = 12.01
calculated total energy = -106968.430 eV
LUMO energy (alpha / beta) = -9.75 / -10.38 eV

Atom charges from the Mulliken analysis, given in e for atoms 1 to 4: Co 1.1127; Co 1.3749; N 0.8135; O -0.3710

Question: Which of these has the lowest calculated total energy?
Answer: C4H5Co2F3N2O8

Question: What is the calculated total energy in the third record?
Answer: -53156.107 eV